# C4H10NS2

A 2-piece molecular cluster, C4H10NS2 overall (ωB97M-V/def2-TZVPD, the Open Molecules 2025 dataset).

Atoms and positions in Å:
S (2.2097, -0.3354, 0.7489)
S (1.0952, 2.4714, -0.1940)
N (-1.2122, -0.5947, 1.6466)
C (0.9577, 0.5038, -0.1048)
C (-1.3980, -1.3579, -0.6497)
C (-1.2898, -0.2941, 0.3699)
C (1.2563, 1.1039, -1.4083)
H (-1.7621, -2.2806, -0.2014)
H (1.4598, -0.6130, 1.8251)
H (-1.0430, -1.5468, 1.9426)
H (2.2285, 1.0073, -1.8826)
H (-0.4366, -1.5818, -1.1078)
H (-1.5846, 0.7152, 0.1228)
H (-2.0733, -1.0488, -1.4431)
H (2.4003, 2.5875, 0.1009)
H (-1.2499, 0.1186, 2.3581)
H (0.4419, 1.1453, -2.1233)

Gap between HOMO and LUMO in eV: 8.751
HOMO in eV: -12.23
Total energy in Ha: -1009.190249
Total charge: +1